Run P
Density functional theory data (wB97M-V/def2-TZVPD) for the molecule O2.

Structure (XYZ):
```
2
Properties=species:S:1:pos:R:3
O 0.000 0.000 0.606
O 0.000 0.000 -0.606
```

Summary:
Molar mass = 32.00 g/mol
LUMO level = -2.2 eV
Gap between HOMO and LUMO = 7.9 eV
SMILES = O=O

---

Run Q
Density functional theory data (wB97M-V/def2-TZVPD) for a cluster of 2 separate species, O2 in total.

Structure (XYZ):
```
2
Properties=species:S:1:pos:R:3
O 0.000 0.000 0.982
O 0.000 0.000 -0.982
```

Summary:
Molar mass = 32.00 g/mol
LUMO level = -5.8 eV
Gap between HOMO and LUMO = 7.3 eV

---

Stability ranking, top entry: run P; the second entry is 0.2411 hartree less favorable.

---

Run P
Density functional theory data (wB97M-V/def2-TZVPD) for a cluster of 2 separate species, C6H7N2 in total.

Structure (XYZ):
```
15
Properties=species:S:1:pos:R:3
C 2.099 -0.553 0.006
C 2.107 0.849 0.154
C 0.841 -1.168 -0.072
C 0.903 1.531 0.147
C -3.299 -0.510 0.377
C -2.921 0.511 -0.168
N -0.235 -0.393 -0.122
N -0.244 0.855 -0.049
H 3.066 -1.124 0.146
H 3.059 1.363 0.330
H 0.548 -2.263 -0.027
H 0.795 2.577 0.339
H -3.436 -1.331 0.946
H -1.080 -1.050 -0.332
H -2.875 1.467 -0.621
```

Summary:
Total charge = +1
Molar mass = 107.14 g/mol
LUMO level = -5.1 eV
Gap between HOMO and LUMO = 9.0 eV

---

Run Q
Density functional theory data (wB97M-V/def2-TZVPD) for the ion C6H7N2 with charge +1.

Structure (XYZ):
```
15
Properties=species:S:1:pos:R:3
C -3.383 -0.515 -0.063
C -2.258 0.176 0.098
N -1.022 -0.413 0.071
C -0.540 -1.615 -0.018
C 0.763 -1.733 0.109
N 1.368 -0.527 0.004
C 2.793 -0.306 -0.032
C 0.497 0.450 0.153
H -4.342 -0.027 -0.082
H -3.381 -1.588 -0.184
H -2.233 1.244 0.262
H 3.027 0.722 0.246
H 3.181 -0.500 -1.035
H 3.282 -0.997 0.660
H 0.620 1.511 0.107
```

Summary:
Total charge = +1
Molar mass = 107.14 g/mol
LUMO level (alpha / beta) = -6.6 / -6.5 eV
Gap between HOMO and LUMO (alpha / beta) = 6.9 / 6.8 eV
SMILES = C=Cn1c#c[n+](C)c1

---

Stability ranking, top entry: run P; the second entry is 0.1423 hartree less favorable.

---

Run P
Density functional theory data (wB97M-V/def2-TZVPD) for a cluster of 4 separate species, C4H14NOS2 in total.

Structure (XYZ):
```
22
Properties=species:S:1:pos:R:3
N 0.019 -2.514 0.192
C -1.329 -1.787 0.279
C -1.319 -0.647 -0.710
C -1.566 -1.141 1.723
S -0.178 -0.047 2.134
S 0.842 1.529 -1.404
C 1.659 3.265 -1.715
H 0.544 -1.962 0.833
H -1.328 1.295 0.216
H 0.048 -3.438 0.612
H -2.117 -2.485 0.002
H -0.457 -0.689 -1.334
H -2.295 -0.557 -1.165
H -1.154 0.374 -0.151
H -1.667 -1.960 2.477
H -2.410 -0.543 1.951
H 1.700 3.926 -0.891
H 2.724 3.018 -1.885
H 1.409 3.678 -2.671
H 2.359 0.628 -0.160
H 2.016 0.123 1.222
O 2.499 -0.068 0.447
```

Summary:
Total charge = +1
Molar mass = 156.30 g/mol
LUMO level = -8.9 eV
Gap between HOMO and LUMO = 4.4 eV

---

Run Q
Density functional theory data (wB97M-V/def2-TZVPD) for a cluster of 2 separate species, C4H14NOS2 in total.

Structure (XYZ):
```
22
Properties=species:S:1:pos:R:3
N -0.308 1.179 -2.223
C 1.116 0.957 -1.705
C 1.473 -0.482 -1.552
S 0.223 -1.574 -0.602
S -0.818 -0.457 0.781
C 0.387 -0.257 2.278
C 0.021 -1.354 3.281
H -0.653 2.128 -1.990
H -0.270 0.831 -3.173
H -0.915 0.666 -1.566
H 1.408 1.666 -0.911
H 1.639 1.324 -2.606
H 2.445 -0.602 -1.019
H 1.721 -0.989 -2.469
H 1.349 -0.390 1.809
H 0.229 0.720 2.677
H -0.843 -1.191 3.930
H 0.849 -1.337 3.984
H 0.030 -2.353 2.870
H -0.456 3.716 -0.674
H -1.932 3.569 -0.061
O -1.189 3.113 -0.461
```

Summary:
Total charge = +1
Molar mass = 156.30 g/mol
LUMO level = -3.2 eV
Gap between HOMO and LUMO = 9.1 eV

---

Stability ranking, top entry: run Q; the second entry is 0.3644 hartree less favorable.

---

Run P
Density functional theory data (wB97M-V/def2-TZVPD) for the molecule C2H8N6.

Structure (XYZ):
```
16
Properties=species:S:1:pos:R:3
C -1.639 -1.829 -0.495
N -0.356 -1.246 -0.206
N 0.364 -1.764 0.780
N 1.265 -1.119 1.335
N 1.571 0.124 0.937
N 0.318 0.910 0.378
C 0.763 2.187 -0.120
N -0.057 0.039 -0.720
H -2.435 -1.406 0.131
H -1.878 -1.668 -1.547
H -1.566 -2.898 -0.305
H 1.961 0.672 1.695
H 1.580 2.108 -0.843
H -0.094 2.676 -0.584
H 1.088 2.783 0.731
H -0.884 0.432 -1.169
```

Summary:
Molar mass = 116.13 g/mol
LUMO level = 0.9 eV
Gap between HOMO and LUMO = 8.8 eV
SMILES = Cn1nn[nH]n(C)[nH]1

---

Run Q
Density functional theory data (wB97M-V/def2-TZVPD) for a structure of composition C2H8N6.

Structure (XYZ):
```
16
Properties=species:S:1:pos:R:3
C 0.638 0.480 -0.304
C -1.962 -1.827 -0.175
H -0.963 1.002 1.585
H -2.117 1.277 0.411
H -0.132 2.643 -0.988
H 0.251 -1.656 0.420
H -3.074 -1.723 -0.738
H -1.610 -2.841 0.594
H 3.143 -1.556 -0.303
H 3.191 -0.378 1.091
N -1.273 1.778 0.674
N -0.369 1.492 -0.473
N -0.036 -0.560 0.252
N -1.357 -0.639 -0.254
N 1.937 0.440 -0.387
N 2.421 -0.895 0.302
```

Summary:
Molar mass = 116.13 g/mol
LUMO level = 0.8 eV
Gap between HOMO and LUMO = 9.3 eV

---

Stability ranking, top entry: run P; the second entry is 0.1221 hartree less favorable.

---

Run P
Density functional theory data (wB97M-V/def2-TZVPD) for the molecule CH2N2P2.

Structure (XYZ):
```
7
Properties=species:S:1:pos:R:3
N -2.409 1.359 -0.248
C -1.744 0.539 -0.716
P -0.910 -1.221 -0.769
N 0.583 -1.193 -0.212
P 1.681 0.008 0.132
H 0.893 1.084 0.458
H 1.906 -0.576 1.354
```

Summary:
Molar mass = 103.99 g/mol
LUMO level = -1.5 eV
Gap between HOMO and LUMO = 8.2 eV
SMILES = N#C/P=N\P

---

Run Q
Density functional theory data (wB97M-V/def2-TZVPD) for the molecule CH2N2P2.

Structure (XYZ):
```
7
Properties=species:S:1:pos:R:3
H -0.578 2.620 0.119
P 0.362 1.636 0.659
N -0.509 0.272 0.619
P 0.061 -1.171 1.338
C -1.571 -1.555 1.812
N -2.504 -1.759 2.418
H 0.356 -1.985 0.086
```

Summary:
Molar mass = 103.99 g/mol
LUMO level = -1.5 eV
Gap between HOMO and LUMO = 7.8 eV
SMILES = [H]/P=N/PC#N

---

Stability ranking, top entry: run P; the second entry is 0.0154 hartree less favorable.